Entry from the Open Molecules 2025 dataset: 7 unconnected molecules or ions with the total composition C48H60ClNO5S2Si in a non-equilibrium geometry (wB97M-V/def2-TZVPD).

The geometry in XYZ format:
```
118
Properties=species:S:1:pos:R:3:forces:R:3:lowdin_charge:R:1
C 0.45187 -5.93898 1.95847 0.36 0.51 -0.07 -0.142
Si -0.07400 -4.32364 2.76775 -0.26 0.41 0.75 0.457
C -0.69700 -4.71193 4.48932 0.14 -0.11 -0.63 -0.163
C 1.34387 -3.08822 2.90967 -0.46 -0.70 -0.38 -0.140
O -1.35963 -3.56901 1.97421 0.55 -0.56 -0.26 -0.202
C -1.47626 -3.70447 0.57341 -0.25 0.59 0.12 -0.253
C -0.22574 -3.31034 -0.21094 -0.44 0.15 -0.48 -0.161
C -0.60156 -2.85503 -1.62247 1.39 -0.49 0.23 -0.355
N -1.43784 -1.69576 -1.70159 -0.36 0.56 0.13 0.130
C -0.96351 -0.64523 -2.46459 -0.41 0.50 -0.65 -0.428
O -1.62266 0.26666 -2.94185 0.77 -0.93 1.00 0.095
C 0.53334 -0.88508 -2.60022 0.62 -0.08 -0.49 -0.268
C 1.35589 -0.13007 -1.54495 -0.46 0.35 0.26 -0.182
C 1.05059 1.37624 -1.50136 0.15 -0.08 0.21 -0.174
C 1.11569 2.00254 -0.10278 -0.20 0.01 -0.88 -0.199
S 0.17321 1.20478 1.16922 0.45 0.62 1.45 0.598
O -0.41524 2.19009 2.01769 -0.16 0.16 -0.45 -0.258
O 1.00799 0.21753 1.79503 -0.03 -0.45 -0.35 -0.291
O -1.01168 0.43479 0.44216 0.34 -0.03 -0.18 -0.151
C 0.63007 -2.41574 -2.49426 0.64 -0.11 -0.17 -0.948
S 0.46028 -3.23302 -4.12672 -0.58 -0.08 -0.25 0.807
Cl 2.25565 -2.88248 -1.86592 -0.27 -0.27 0.18 0.702
H -0.01862 -6.14915 1.00411 -0.23 -0.17 -0.07 0.022
H 1.52122 -5.87295 1.76056 0.15 -0.01 -0.07 0.031
H 0.32572 -6.77111 2.64132 -0.25 -0.20 0.04 0.031
H 0.08285 -5.26329 5.01034 0.11 0.00 0.20 0.033
H -0.94420 -3.81447 5.04274 -0.08 0.14 0.17 0.032
H -1.56585 -5.36026 4.42152 -0.21 -0.04 0.10 0.031
H 1.04145 -2.11729 2.53540 0.01 0.25 0.05 0.001
H 1.61803 -3.00054 3.95449 0.23 0.10 0.17 0.036
H 2.19307 -3.43890 2.32869 0.28 0.11 0.03 0.026
H -2.29058 -3.04397 0.27484 -0.23 0.03 0.09 0.110
H -1.79794 -4.70831 0.29992 0.05 -0.23 -0.06 0.122
H 0.42246 -4.16847 -0.34669 0.33 -0.07 0.25 0.095
H 0.32855 -2.51234 0.27936 0.08 0.03 0.29 0.096
H -1.00594 -3.73207 -2.12564 -0.52 0.10 -0.11 0.117
H -2.18314 -1.54549 -1.04351 -0.48 -0.08 -0.38 0.134
H 0.95467 -0.58406 -3.55453 -0.46 0.13 -0.31 0.144
H 1.23299 -0.58135 -0.56223 -0.05 -0.07 0.07 0.070
H 2.40258 -0.24560 -1.78833 0.23 -0.20 -0.02 0.099
H 1.82327 1.88591 -2.06909 0.03 0.17 -0.20 0.122
H 0.10936 1.62517 -1.97842 -0.23 -0.09 0.05 0.106
H 0.76916 3.02730 -0.16211 -0.15 0.16 0.15 0.109
H 2.14047 2.01548 0.25097 0.11 -0.13 0.37 0.114
H -0.78259 -0.50112 0.53794 -0.19 -0.26 -0.10 0.075
H 1.72493 -3.58110 -4.37909 0.14 0.21 0.26 -0.153
C -6.52291 1.86563 0.73454 -0.01 0.00 0.01 -0.102
C -5.90778 2.47851 1.81701 -0.01 -0.05 0.09 -0.125
C -4.52248 2.47287 1.92557 -0.03 -0.10 0.11 -0.101
C -3.75275 1.84996 0.95422 -0.15 -0.02 -0.09 -0.086
C -4.36980 1.23285 -0.12697 -0.01 -0.02 -0.01 -0.079
C -5.75330 1.24164 -0.23857 0.00 -0.01 -0.01 -0.087
H -7.60217 1.87621 0.64682 -0.01 0.00 0.00 0.100
H -6.50747 2.96401 2.57701 0.00 0.02 0.00 0.107
H -4.04272 2.95532 2.76769 0.01 0.01 0.00 0.112
H -2.67922 1.83849 1.02467 -0.02 0.11 0.14 0.060
H -3.76864 0.74941 -0.88861 0.02 0.06 -0.04 0.089
H -6.23211 0.76409 -1.08378 0.00 0.00 -0.01 0.101
C -4.96018 5.36055 0.03915 0.00 0.05 -0.07 -0.081
C -6.16381 5.96268 -0.29923 -0.01 0.02 -0.01 -0.088
C -6.19873 7.30960 -0.63305 -0.01 0.00 0.01 -0.100
C -5.02898 8.05668 -0.62510 0.00 0.01 0.00 -0.103
C -3.82584 7.45705 -0.27987 0.02 0.00 0.00 -0.101
C -3.79178 6.10930 0.05082 0.00 0.02 -0.01 -0.087
H -4.93329 4.31228 0.29536 0.01 0.01 -0.05 0.066
H -7.07610 5.37947 -0.30248 0.00 -0.01 -0.01 0.099
H -7.13769 7.77786 -0.89935 -0.01 0.00 0.00 0.098
H -5.05529 9.10661 -0.88705 0.00 0.01 0.00 0.098
H -2.91426 8.04087 -0.26872 0.01 0.01 0.00 0.098
H -2.85352 5.64001 0.31958 0.00 -0.01 0.00 0.099
C 3.99228 -1.13566 1.35354 -0.05 -0.05 -0.12 -0.097
C 4.44354 -0.37479 2.42193 -0.01 0.06 0.02 -0.077
C 5.79701 -0.34858 2.73061 0.01 0.01 -0.03 -0.097
C 6.69750 -1.08424 1.97225 0.02 -0.04 0.06 -0.114
C 6.24505 -1.85384 0.90897 0.02 -0.02 0.02 -0.108
C 4.89277 -1.87806 0.60044 -0.02 0.04 0.00 -0.094
H 2.93667 -1.15054 1.11011 0.06 0.01 0.05 0.066
H 3.73945 0.19735 3.01243 -0.04 -0.01 -0.02 0.104
H 6.15102 0.24841 3.56141 0.00 0.00 0.02 0.102
H 7.75352 -1.05574 2.20871 0.01 -0.01 0.01 0.106
H 6.94709 -2.42895 0.31857 0.01 -0.01 0.00 0.104
H 4.53606 -2.47253 -0.23077 0.02 -0.02 0.00 0.062
C 3.04566 -2.68020 -7.06782 0.03 -0.02 0.03 -0.098
C 2.92315 -2.33862 -8.40700 -0.02 -0.01 -0.01 -0.091
C 4.05497 -2.03901 -9.15151 0.01 0.00 0.00 -0.095
C 5.30832 -2.07855 -8.55627 0.00 0.00 0.00 -0.096
C 5.42987 -2.41414 -7.21543 0.02 0.00 0.01 -0.096
C 4.29819 -2.71603 -6.47123 -0.02 0.00 0.02 -0.096
H 2.16485 -2.91712 -6.48567 -0.02 0.06 -0.07 0.053
H 1.94555 -2.30544 -8.86986 -0.01 -0.01 0.00 0.102
H 3.96062 -1.77435 -10.19650 0.00 0.00 -0.01 0.101
H 6.19092 -1.84691 -9.13800 0.01 0.01 0.00 0.100
H 6.40670 -2.44050 -6.75033 0.01 -0.01 0.00 0.100
H 4.39324 -2.97844 -5.42442 0.01 0.00 0.01 0.096
C 8.46014 2.98727 -1.99329 0.00 -0.01 -0.01 -0.100
C 8.45200 4.01146 -1.05668 0.01 0.01 0.00 -0.100
C 7.96834 3.77802 0.22314 0.00 0.00 0.01 -0.097
C 7.49033 2.52059 0.56558 0.00 0.02 0.02 -0.090
C 7.49276 1.49779 -0.37194 -0.01 0.01 -0.06 -0.086
C 7.97840 1.73119 -1.65138 0.01 0.03 0.00 -0.094
H 8.84190 3.16830 -2.98981 0.00 0.01 -0.01 0.099
H 8.82304 4.99231 -1.32433 0.01 0.01 0.00 0.099
H 7.96401 4.57645 0.95393 0.00 0.01 0.00 0.099
H 7.11380 2.33573 1.56383 -0.01 -0.02 0.00 0.094
H 7.11421 0.52154 -0.10516 -0.02 -0.02 0.01 0.075
H 7.98144 0.93315 -2.38291 0.00 -0.01 0.00 0.099
C -9.18576 -0.32773 6.34346 0.00 0.00 0.01 -0.100
C -9.39075 0.07207 5.03042 -0.01 0.00 -0.01 -0.098
C -8.30840 0.41781 4.23339 -0.01 0.01 -0.01 -0.095
C -7.02169 0.36678 4.74977 0.06 0.01 -0.02 -0.093
C -6.81710 -0.02732 6.06460 -0.01 -0.01 0.01 -0.094
C -7.89888 -0.37563 6.86116 0.00 0.00 0.00 -0.099
H -10.02921 -0.60208 6.96375 -0.01 0.01 0.01 0.099
H -10.39468 0.11384 4.62800 -0.01 -0.01 0.00 0.099
H -8.46626 0.72700 3.20781 0.01 0.00 -0.01 0.092
H -6.17846 0.63430 4.12540 0.00 0.00 -0.01 0.090
H -5.81365 -0.06299 6.46847 0.01 -0.01 0.00 0.100
H -7.73940 -0.68429 7.88620 0.00 0.00 0.01 0.099
```
Positions in Å, forces in eV/Å.

Results
SMILES: C[Si](C)(C)OCC[C@H]1NC(=O)[C@@H](CCCS(=O)(=O)O)[C@@]1(S)Cl.c1ccccc1.c1ccccc1.c1ccccc1.c1ccccc1.c1ccccc1.c1ccccc1
Electronic energy in a.u.: -3842.11492
HOMO-LUMO gap in eV: 9.235
Net charge: 0

Entry from the Open Molecules 2025 dataset: 2 unconnected molecules or ions with the total composition C9H14 in a non-equilibrium geometry (wB97M-V/def2-TZVPD).

The geometry in XYZ format:
```
23
Properties=species:S:1:pos:R:3:forces:R:3:lowdin_charge:R:1
C 0.19688 2.11565 1.92118 0.32 -0.57 0.06 -0.055
C 0.22281 1.91928 0.42772 -0.68 -0.47 0.52 -0.284
C -0.72504 2.55453 -0.36122 0.11 0.24 -1.01 -0.057
C -0.70681 2.36886 -1.74147 -0.39 0.02 0.11 -0.099
C 0.20227 1.51757 -2.34374 0.24 0.25 -0.03 -0.100
C 1.13019 0.85152 -1.54698 -0.53 -0.54 -0.35 -0.092
C 1.07480 0.99413 -0.17022 0.83 0.61 0.02 -0.067
H 0.58094 3.09399 2.20059 -0.15 0.12 0.09 0.079
H 0.80059 1.36073 2.43085 0.18 0.10 -0.13 0.073
H -0.80439 1.95823 2.31230 -0.21 0.36 0.01 0.077
H -1.48960 3.23379 0.00250 0.24 -0.10 0.47 0.112
H -1.45413 2.87850 -2.34418 0.14 -0.05 0.02 0.101
H 0.18344 1.43376 -3.42547 0.15 -0.21 0.12 0.099
H 1.81697 0.13189 -1.98921 -0.02 0.24 0.07 0.103
H 1.82146 0.48219 0.43326 -0.25 -0.03 0.04 0.110
C -0.68289 -4.02463 0.65801 0.24 -0.69 -0.89 -0.175
C -0.00989 -2.66075 0.44211 -0.95 -0.12 -0.21 -0.171
H 0.06081 -4.77307 0.95366 -0.22 0.13 0.29 0.059
H -1.53130 -4.05376 1.33761 0.17 0.20 0.23 0.057
H -1.05310 -4.41897 -0.29546 -0.13 0.13 0.10 0.058
H -0.02252 -2.38721 -0.61701 0.45 -0.21 0.06 0.058
H 1.00008 -2.71114 0.83293 0.09 0.53 -0.01 0.058
H -0.61158 -1.86509 0.88223 0.37 0.06 0.43 0.057
```
Positions in Å, forces in eV/Å.

Results
SMILES: Cc1ccccc1.CC
Electronic energy in a.u.: -351.31699
HOMO-LUMO gap in eV: 10.119
Net charge: 0
Energy relative to the best compared isomer or geometry (same formula, charge and spin) in kJ/mol: 34.7

Entry from the Open Molecules 2025 dataset: a molecular structure, C21H29ClN4O3 in a non-equilibrium geometry (wB97M-V/def2-TZVPD).

The geometry in XYZ format:
```
58
Properties=species:S:1:pos:R:3:forces:R:3:lowdin_charge:R:1
C -5.50642 -1.94823 2.09746 0.36 -0.29 -2.21 -0.137
H -5.48073 -2.63661 1.16257 -0.38 0.58 1.65 0.085
C -3.94037 -1.68317 2.39645 -3.45 -3.12 7.26 -0.298
C -3.15140 -1.33709 1.24795 3.57 0.66 1.01 -0.271
C -3.51713 -0.06456 0.65199 -3.36 3.99 6.97 -0.293
N -2.53942 0.58112 0.03169 4.05 3.28 -1.29 -0.267
C -2.43679 1.98103 0.23705 2.46 4.20 -6.62 -0.155
C -3.54349 2.95189 -0.60163 -0.77 -1.12 10.38 -0.170
C -3.31497 4.45438 -0.44551 4.68 -2.88 2.96 -0.345
C -4.38258 5.20945 -0.90253 -7.40 -2.41 -3.35 -0.202
H -5.39625 5.23003 -0.33234 1.69 -0.89 -0.68 0.125
H -4.69023 5.13368 -2.04858 0.65 -0.72 2.12 0.137
H -4.19254 6.13625 -0.90446 1.87 7.39 0.29 -0.018
H -3.07910 4.76520 0.73820 -0.47 -1.10 -3.01 0.181
H -2.35908 4.66803 -1.02127 -0.92 0.11 0.69 0.127
H -4.50309 2.64257 0.19307 1.80 1.04 -2.79 0.170
H -3.64699 2.51960 -1.47841 -0.76 -1.43 -4.46 0.020
H -2.23576 2.30149 1.20664 -0.04 0.24 1.74 0.071
H -1.32772 2.49331 -0.52486 -2.63 -1.93 2.56 0.195
C -2.51086 0.20439 -1.26071 1.31 -0.56 -8.30 -0.179
C -1.81458 -1.15851 -1.55874 2.62 9.76 4.80 -0.131
C -2.25481 -2.25866 -1.86217 2.45 -8.31 -2.54 -0.037
C -1.05609 -3.11548 -1.77005 -0.06 -6.48 0.54 0.041
C -0.15169 -2.45275 -0.99544 1.88 -9.75 -5.19 -0.451
C 1.24844 -2.71429 -0.97878 5.10 -10.10 4.33 -0.275
O 1.83731 -3.96068 -0.92980 -2.64 2.83 -3.04 -0.104
N 1.91752 -2.10095 -0.04377 -2.95 13.55 0.85 -0.006
H 1.68414 -0.77567 -0.09576 0.83 -4.72 0.49 0.300
N 3.16773 -2.17750 0.40051 2.68 0.26 -0.02 0.055
C 4.16395 -1.14071 0.13324 -5.62 6.04 -2.86 -0.363
O 3.74451 0.13505 -0.19928 1.43 -6.57 2.15 -0.107
N 5.40392 -1.51891 0.07014 2.92 -4.30 2.44 0.134
C 6.61519 -0.66293 0.16072 -1.32 -9.48 2.16 -0.282
C 6.52268 0.54478 -0.09621 -2.04 10.07 -1.62 -0.083
C 7.68554 1.33368 -0.12209 0.59 6.18 1.08 -0.101
C 8.97873 0.96347 0.07244 -2.60 -7.70 -1.28 -0.738
C 9.01852 -0.60069 0.07738 -6.85 3.65 2.83 -0.008
C 7.81660 -1.31275 0.56738 2.25 3.29 -4.81 0.034
H 7.84094 -2.35557 0.48472 0.15 -1.61 0.76 0.080
H 9.82759 -0.97076 0.46894 5.13 -2.34 1.09 0.011
Cl 10.48463 1.59733 0.12886 1.55 2.00 0.00 0.768
H 7.54688 2.53773 -0.05247 -0.02 -2.89 -0.57 0.160
H 5.49741 1.12145 -0.16906 2.28 -1.63 -0.22 0.162
H 5.55171 -2.61293 0.41405 -0.33 3.90 -1.25 0.237
H 3.37374 -3.04708 -0.00219 1.70 -2.31 -0.31 0.089
O -0.37288 -1.30200 -0.97423 -6.81 13.44 0.69 0.120
H -0.88928 -4.36458 -2.07873 -0.84 4.20 1.02 0.204
H -2.93555 -2.72598 -2.45805 -2.82 -0.17 -0.98 0.109
H -1.92160 0.96508 -2.11655 -1.68 -1.67 2.93 0.195
H -3.62756 0.08982 -1.73691 2.31 0.12 0.80 0.174
H -4.48104 0.15782 0.22305 -0.80 -0.99 -0.57 0.119
H -3.62008 0.79302 1.63474 -0.33 -2.80 -1.71 0.198
H -1.97812 -1.24849 1.50387 -2.61 -0.28 -0.44 0.190
H -3.23262 -2.08837 0.54213 -0.09 -1.90 -1.40 0.080
H -3.60198 -2.79902 2.90376 -0.57 3.12 -1.52 0.157
H -3.99477 -0.96303 3.45693 0.84 -1.52 -3.38 0.162
H -6.02470 -1.05787 1.66436 0.53 -0.27 0.60 0.052
H -6.21547 -2.35580 2.89026 1.54 0.35 -0.79 0.077
```
Positions in Å, forces in eV/Å.

Results
Electronic energy in a.u.: -1721.80243
HOMO-LUMO gap in eV: 8.514
Net charge: 0
Energy relative to the best compared isomer or geometry (same formula, charge and spin) in kJ/mol: 2009.2

Entry from the Open Molecules 2025 dataset: a gas-phase ion, C2H2N3O2 (charge -1) in a non-equilibrium geometry (wB97M-V/def2-TZVPD).

The geometry in XYZ format:
```
9
Properties=species:S:1:pos:R:3:forces:R:3:lowdin_charge:R:1
N 1.11312 1.65589 -0.33432 3.26 -1.00 2.19 -0.080
N 0.45629 0.74238 -1.13883 -0.63 -0.69 -2.64 -0.119
C -0.63091 0.29678 -0.75829 0.85 0.76 -0.06 -0.422
N -1.59156 -0.22799 -0.30625 -1.39 -0.86 0.59 0.134
C -0.72307 -1.55386 0.54586 -1.02 0.08 0.58 -0.699
O -0.65895 -1.27116 1.71700 0.25 0.00 -0.11 0.008
O -0.49105 -2.39846 -0.26416 0.41 -0.65 -0.23 0.032
H 1.94568 1.01055 0.01083 -1.59 2.10 -0.61 0.103
H 0.58046 1.74588 0.52814 -0.14 0.26 0.29 0.043
```
Positions in Å, forces in eV/Å.

Results
SMILES: NN=C=NC(=O)[O-]
Electronic energy in a.u.: -392.16682
HOMO-LUMO gap in eV: 8.161
Net charge: -1
Energy relative to the best compared isomer or geometry (same formula, charge and spin) in kJ/mol: 134.8

Entry from the Open Molecules 2025 dataset: 2 unconnected molecules or ions with the total composition C4H11NO in a non-equilibrium geometry (wB97M-V/def2-TZVPD).

The geometry in XYZ format:
```
17
Properties=species:S:1:pos:R:3:forces:R:3:lowdin_charge:R:1
C -0.85756 -1.70135 2.04410 1.60 -0.22 1.25 -0.048
C 0.01568 -0.47536 1.82068 -1.21 2.05 1.45 -0.305
O -0.06539 0.54032 2.50607 -0.49 -1.21 -0.08 -0.001
H -1.89774 -1.41907 2.28054 0.21 -0.20 -1.17 0.085
H -0.57166 -2.54235 1.33252 -1.05 1.07 0.99 0.094
H -0.57233 -1.95689 3.11008 0.14 -0.36 -1.10 0.094
H 0.74468 -0.32423 1.06132 0.75 -1.23 -1.25 0.064
C 1.17025 0.03781 -1.63422 0.20 -1.01 0.86 -0.119
C 0.41792 1.28799 -1.07641 0.43 -0.95 -0.52 -0.352
N -0.98584 1.18192 -1.38743 -2.36 -0.13 -0.95 -0.046
H 0.95689 -0.91003 -1.03743 0.48 1.29 -0.44 0.069
H 2.24727 0.21298 -1.75064 -0.01 -0.02 0.79 0.062
H 0.96046 -0.30103 -2.64849 -0.90 0.64 -0.22 0.054
H 0.90500 2.14712 -1.49256 0.21 0.79 -0.61 0.078
H 0.58687 1.45093 0.01766 -0.44 -0.58 -0.79 0.098
H -1.37866 1.16474 -2.38781 1.56 0.19 2.25 0.107
H -1.67584 1.60650 -0.75797 0.86 -0.14 -0.46 0.065
```
Positions in Å, forces in eV/Å.

Results
SMILES: CC=O.CCN
Electronic energy in a.u.: -288.93647
HOMO-LUMO gap in eV: 9.837
Net charge: 0
Energy relative to the best compared isomer or geometry (same formula, charge and spin) in kJ/mol: 211.5

Entry from the Open Molecules 2025 dataset: a molecular structure, C2H2N2O2 in a non-equilibrium geometry (wB97M-V/def2-TZVPD).

The geometry in XYZ format:
```
8
Properties=species:S:1:pos:R:3:forces:R:3:lowdin_charge:R:1
C 0.58444 -0.11727 0.02434 6.02 -6.21 -2.73 -0.549
C -1.29403 0.31288 -0.08586 -4.35 3.18 2.06 -0.171
H 2.37223 0.41651 0.18302 0.34 0.45 -0.04 0.122
H -2.12400 1.15916 0.19131 1.50 -3.06 -1.10 0.168
N -0.03727 0.89533 -0.15615 -3.36 3.79 0.60 0.186
N -1.31560 -1.00117 0.04277 -4.42 3.24 -1.19 0.049
O 1.89306 -0.37960 -0.03857 0.06 0.13 0.60 0.152
O -0.07883 -1.28584 -0.16085 4.21 -1.51 1.80 0.044
```
Positions in Å, forces in eV/Å.

Results
Electronic energy in a.u.: -337.31017
HOMO-LUMO gap in eV: 10.760
Net charge: 0
Energy relative to the best compared isomer or geometry (same formula, charge and spin) in kJ/mol: 300.0